# 1
The following is a DFT calculation (wB97M-V/def2-TZVPD) of one molecule with the formula C9H8N2.

XYZ file:
```
19
Properties=species:S:1:pos:R:3:lowdin_charge:R:1
C 2.17685 2.00529 0.04464 -0.05
C 1.35867 0.62954 0.02812 -0.20
C 2.17421 -0.49525 0.03741 -0.11
C -0.43648 -0.92354 -0.05135 -0.20
C -1.79084 -1.21232 0.04072 -0.03
C -2.75858 -0.16965 0.05144 -0.08
C -2.39408 1.17567 -0.05891 -0.09
C -1.02497 1.52429 -0.05241 -0.01
C -0.04788 0.46842 -0.01950 -0.13
H 2.18118 2.49620 1.07594 0.09
H 3.26628 1.81347 -0.40885 0.11
H 1.54664 2.56906 -0.69047 0.06
H 3.29057 -0.29692 0.03856 0.12
H -2.10306 -2.27614 0.12937 0.12
H -3.87652 -0.45548 0.33001 0.14
H -3.11362 1.95320 -0.06685 0.09
H -0.77342 2.59279 -0.03643 0.11
N 1.76909 -1.80498 0.02083 0.01
N 0.52242 -1.96800 -0.09115 0.03
```

The energy above the lowest of the compared OMol25 structures with the same formula, charge and spin comes out at 51.8 kcal/mol. Its SMILES is Cc1cnnc2ccccc12. The calculation puts the orbital gap at 8.6 eV.

---

# 2
The following is a DFT calculation (wB97M-V/def2-TZVPD) of a 2-piece molecular cluster, C34H39N4O2 overall.

XYZ file:
```
79
Properties=species:S:1:pos:R:3:lowdin_charge:R:1
C -6.69552 -1.95583 -5.30044 -0.05
O -6.08673 -1.52936 -4.05299 -0.10
C -4.92935 -0.80808 -4.05593 -0.27
C -4.23391 -0.72829 -2.82039 0.01
C -2.95435 -0.18349 -2.77462 -0.02
C -2.37844 0.32018 -3.94719 -0.23
N -1.06502 0.78067 -3.89278 -0.05
C -0.20826 0.61555 -2.82377 -0.03
N 0.80530 1.48351 -3.08585 -0.15
C 1.84827 1.89456 -2.18252 -0.04
C 0.65639 2.07117 -4.34896 -0.04
C -0.48976 1.61132 -4.86478 -0.03
C -3.11757 0.39087 -5.13856 -0.01
C -4.38858 -0.18789 -5.21075 0.00
H -7.60462 -2.47423 -4.98998 0.09
H -6.94561 -1.09233 -5.93080 0.09
H -6.03702 -2.64744 -5.84474 0.10
H -4.70279 -1.14818 -1.93887 0.12
H -2.39154 -0.14773 -1.84452 0.10
H 1.83712 1.28723 -1.26765 0.07
H 2.83357 1.82752 -2.66695 0.10
H 1.72694 2.95289 -1.89737 0.10
H 1.36304 2.77157 -4.73954 0.12
H -0.99722 1.86544 -5.77151 0.11
H -2.70842 0.87861 -6.02260 0.10
H -4.93526 -0.17948 -6.15397 0.11
C 1.99873 -0.37074 6.08924 0.00
N 1.40920 0.10360 4.85526 -0.04
C 0.75417 1.29893 4.78873 -0.37
O 0.54978 2.05928 5.73140 0.10
C 0.31204 1.50277 3.34091 -0.16
C 0.92997 2.75610 2.70698 -0.09
C 0.47298 4.02717 3.38869 -0.24
C 1.40604 4.91221 3.94029 -0.04
C 0.96200 6.01122 4.67872 -0.07
C -0.41055 6.25279 4.82161 -0.07
C -1.33758 5.39484 4.21848 -0.07
C -0.89662 4.28858 3.48897 -0.05
N 0.74508 0.26317 2.69206 0.05
C 0.49657 0.08536 1.37445 0.02
C 0.94112 -1.00519 0.63718 -0.07
C 0.74250 -1.24753 -0.71650 0.02
C 1.14282 -2.47274 -1.34044 -0.19
C 0.85669 -2.76018 -2.70374 0.01
C 1.27461 -3.94150 -3.30513 -0.02
C 1.98828 -4.91560 -2.59116 -0.25
C 2.44588 -6.18132 -3.24759 -0.04
C 2.25481 -4.66647 -1.23979 -0.03
C 1.84712 -3.49420 -0.62787 0.00
C 1.50573 -0.62972 3.59158 -0.45
C 2.98607 -0.77189 3.19346 0.01
C 0.87845 -2.02059 3.77151 0.01
H 1.84949 0.37688 6.87122 0.10
H 1.53680 -1.31426 6.40660 0.10
H 3.07455 -0.53974 5.96181 0.10
H -0.79430 1.58577 3.32314 0.17
H 2.02766 2.67298 2.77150 0.13
H 0.66130 2.78516 1.63723 0.12
H 2.47236 4.69717 3.81734 0.11
H 1.69379 6.67035 5.14699 0.11
H -0.75604 7.10977 5.39802 0.11
H -2.40875 5.57021 4.31463 0.11
H -1.59955 3.59567 3.01790 0.11
H -0.10381 0.86547 0.88477 0.16
H 1.50051 -1.74771 1.19810 0.06
H 0.23641 -0.49051 -1.36027 0.04
H 0.28923 -2.01885 -3.27126 0.11
H 1.04668 -4.12215 -4.35939 0.13
H 3.00299 -6.81206 -2.54556 0.08
H 1.60193 -6.76721 -3.63535 0.10
H 3.09444 -5.97698 -4.10946 0.09
H 2.79787 -5.41650 -0.65929 0.12
H 2.08058 -3.36237 0.43088 0.10
H 3.49861 0.19774 3.26999 0.10
H 3.46959 -1.48571 3.87558 0.09
H 3.09007 -1.13628 2.16781 0.08
H -0.07645 -1.93453 4.30722 0.11
H 0.69367 -2.50381 2.80987 0.07
H 1.56381 -2.64565 4.36071 0.10
```

The energy above the lowest of the compared OMol25 structures with the same formula, charge and spin comes out at 0.0 kcal/mol. The calculation puts the orbital gap at 5.8 eV. As for the net charge: +1.

---

# 3
The following is a DFT calculation (wB97M-V/def2-TZVPD) of C22H26AlCaCl2F7Li2NO14S as an isolated structure.

XYZ file:
```
77
Properties=species:S:1:pos:R:3:lowdin_charge:R:1
O 5.41942 -1.15029 1.23459 0.25
C 4.76512 -2.13289 1.05142 -0.26
O 5.06538 -3.45255 1.53882 0.16
C 4.63423 -4.26705 0.56223 -0.44
O 5.12703 -5.28291 0.17691 0.17
C 3.39539 -3.60825 -0.04363 0.04
C 2.32429 -4.31080 -0.80668 -0.43
F 2.66260 -5.57203 -1.04586 0.18
F 2.06302 -3.73178 -1.98621 0.15
C 1.02191 -4.31561 0.08906 -0.32
F 0.87223 -5.53578 0.59959 0.13
F -0.05147 -4.00230 -0.62254 0.13
C 3.50181 -2.31761 0.24909 -0.02
C 2.56039 -1.23998 -0.20155 -0.10
C 1.76311 -0.48527 0.88858 -0.13
C 1.09801 0.76542 0.21082 -0.21
O 1.02078 0.69553 -1.21556 -0.12
H 1.15036 -3.61515 0.91262 0.15
H 1.84583 -1.69790 -0.88412 0.07
H 3.18178 -0.49270 -0.68785 0.15
H 2.40902 -0.07662 1.65575 0.12
H 0.93698 -1.05900 1.32683 0.08
H 0.08026 0.88738 0.54899 0.11
H 1.63124 1.67404 0.46244 0.14
H 1.81743 1.07569 -1.59928 0.11
Li 0.83981 -1.06673 -2.43288 0.79
O -1.93886 -0.14902 -3.61555 -0.41
H -2.87779 -0.22613 -3.41662 -0.23
C -5.09895 1.27043 -1.44857 -0.94
Cl -6.31385 0.91255 -0.23407 0.61
Cl -5.07536 -0.01103 -2.68641 0.65
H -5.28309 2.23752 -1.90476 0.08
H -4.12465 1.27369 -0.96403 0.02
C -1.08842 0.92834 4.76833 -0.15
C 0.38011 0.86896 4.35495 -0.30
O 0.54253 1.40784 3.06092 -0.06
H -1.70948 0.38777 4.04441 -0.06
H -1.23118 0.49481 5.77254 0.10
H -1.45805 1.95175 4.77461 0.13
H 0.74737 -0.17077 4.32779 0.09
H 0.99409 1.42354 5.06697 0.15
H 0.24247 2.32703 3.06956 0.13
Ca -1.66296 -1.47851 4.21945 1.48
C -6.16836 5.07801 3.20627 -0.69
F -7.28280 4.99411 3.92206 0.15
F -6.13773 6.26765 2.62087 0.15
F -5.12930 5.00257 4.04726 0.12
S -6.09108 3.73431 1.95999 0.43
O -7.25075 3.92092 1.12467 -0.27
O -6.12014 2.50444 2.73774 -0.33
O -4.82987 3.93653 1.26693 -0.31
C 6.61742 2.06341 1.85929 -0.38
O 6.05598 2.95168 1.24493 0.00
N 7.36215 2.23403 2.96150 -0.20
C 8.00243 1.12513 3.64278 -0.05
C 7.53395 3.58317 3.48747 -0.03
H 6.55064 1.01155 1.53612 0.10
H 7.63840 1.06235 4.67044 0.09
H 9.08263 1.27381 3.65780 0.10
H 7.78321 0.18938 3.13077 0.07
H 6.56181 4.00765 3.73792 0.09
H 7.99883 4.21573 2.73247 0.10
H 8.15958 3.55684 4.37494 0.09
C -6.74251 -0.55423 -7.58336 0.27
C -6.36716 -0.64786 -6.20314 -0.34
C -5.03403 -1.30812 -5.95635 -0.34
O -4.54496 -1.39678 -4.84173 -0.01
C -4.33024 -1.85500 -7.09226 0.22
C -4.69847 -1.78025 -8.47743 -0.34
C -5.98731 -1.02321 -8.74690 -0.32
O -6.41236 -0.80039 -9.84980 0.20
O -4.07618 -2.25337 -9.39364 0.19
O -7.01673 -0.24494 -5.26309 0.13
H -7.68725 -0.07991 -7.83785 0.16
H -3.41367 -2.37267 -6.82789 0.15
Li 4.13891 -6.11902 1.72891 0.90
Al -4.34493 -1.41113 -0.74878 0.68
```

The calculation puts the orbital gap at 1.9 eV. As for the net charge: +3.

---

# 4
The following is a DFT calculation (wB97M-V/def2-TZVPD) of a 2-piece molecular cluster, CH6NO overall.

XYZ file:
```
9
Properties=species:S:1:pos:R:3:lowdin_charge:R:1
N 1.84675 0.08621 -0.72707 0.29
H 1.99677 1.03268 -0.41353 0.14
H 0.88772 -0.05469 -1.20462 0.16
H 2.64687 -0.34564 -1.20876 0.16
H 1.64069 -0.55247 0.09165 0.17
O -0.93840 -0.20086 -0.09410 -0.05
C -1.51547 0.09068 0.93431 -0.07
H -2.55582 -0.11579 1.10105 0.08
H -0.94337 0.49521 1.87063 0.12
```

The energy above the lowest of the compared OMol25 structures with the same formula, charge and spin comes out at 13.8 kcal/mol. The calculation puts the orbital gap at 10.6 eV. As for the net charge: +1.